Record 1
Below is C5H30BF4O10 as an isolated structure, with properties calculated with ωB97M-V with the def2-TZVPD basis set.

```
! wB97M-V def2-TZVPD RIJCOSX def2/J DEFGRID3
* xyz -1 1
B 8.2403 -10.7243 -26.0761
F 7.3913 -9.8873 -26.8156
F 8.0962 -10.6484 -24.7617
F 7.9784 -12.0356 -26.5221
F 9.4188 -10.2652 -26.4729
C 7.9499 -7.6081 -28.3643
O 8.1593 -8.2539 -27.1179
H 7.1085 -8.1406 -28.8077
H 7.5238 -6.6254 -28.1625
H 8.7431 -7.5006 -29.1042
H 7.9063 -9.1736 -27.2264
C 10.8241 -11.6124 -24.0157
O 9.8177 -10.5938 -24.1000
H 10.3238 -12.5809 -24.0154
H 11.2197 -11.4102 -25.0110
H 11.5629 -11.4674 -23.2275
H 9.1930 -10.8326 -24.7887
C 6.0155 -10.4677 -22.9960
O 5.1103 -9.4968 -23.4980
H 6.8933 -10.6251 -23.6227
H 6.3508 -10.1650 -22.0040
H 5.4364 -11.3908 -22.9716
H 5.3286 -9.4590 -24.4321
C 6.1818 -13.0355 -23.9983
O 7.1238 -13.2156 -25.0235
H 5.7023 -14.0088 -23.8934
H 6.7422 -12.6159 -23.1629
H 5.3617 -12.4074 -24.3462
H 7.5671 -12.3656 -25.0755
C 8.3048 -13.6752 -27.7533
O 9.5074 -14.1417 -27.3309
H 8.2824 -12.5998 -27.9295
H 7.9671 -14.0909 -28.7027
H 7.4417 -13.9465 -27.1453
H 9.5173 -13.9488 -26.3906
O 9.9214 -10.0313 -28.5928
H 10.7421 -10.4959 -28.4287
H 9.4093 -10.1595 -27.7943
O 7.0858 -10.9421 -29.1955
H 7.6078 -10.6264 -28.4579
H 6.2421 -11.1770 -28.8093
O 5.9319 -10.0254 -25.3419
H 6.8723 -9.9807 -25.5146
H 5.5594 -10.4036 -26.1385
O 11.5817 -9.4938 -26.4168
H 10.9369 -10.0819 -26.8101
H 12.1156 -9.1961 -27.1534
O 9.1312 -8.5882 -25.0131
H 8.8904 -8.8682 -25.8962
H 8.6088 -9.1435 -24.4344
*
```

Results
E_tot: -37679.8407 eV
E_HOMO: -5.71 eV
Gap between HOMO and LUMO: 8.3 eV

Record 2
Below is C21H18N3O3RbS6 as an isolated structure, with properties calculated with ωB97M-V with the def2-TZVPD basis set.

```
! wB97M-V def2-TZVPD RIJCOSX def2/J DEFGRID3
* xyz -2 1
Rb -0.0191 -0.7448 0.4612
O -2.1330 -2.7062 -3.3552
S -1.5239 -1.9119 -2.2973
O -1.5828 -2.5459 -0.9794
N -0.1191 -1.2939 -2.5873
C 0.9728 -2.0859 -2.8316
C 0.9575 -3.3268 -3.4556
C 2.1426 -4.0397 -3.7038
C 3.3685 -3.5510 -3.3455
C 3.4390 -2.3030 -2.6833
C 4.6615 -1.7567 -2.2276
C 4.6660 -0.5788 -1.5416
C 3.4317 0.0668 -1.3111
N 2.2846 -0.3929 -1.7356
C 2.2583 -1.5692 -2.4179
C -2.5093 -0.4308 -2.1540
C -3.7863 -0.5751 -1.6281
C -4.6120 0.5305 -1.5168
C -4.1627 1.7782 -1.9303
C -2.8854 1.9149 -2.4499
C -2.0516 0.8104 -2.5631
H 0.0095 -3.7434 -3.7652
H 2.0689 -5.0038 -4.1952
H 4.2812 -4.1048 -3.5329
H 5.5803 -2.3021 -2.4153
H 5.5787 -0.1471 -1.1528
H 3.4018 0.9864 -0.7336
H -4.1134 -1.5507 -1.2915
H -5.6021 0.4204 -1.0911
H -4.8027 2.6466 -1.8284
H -2.5215 2.8900 -2.7500
H -1.0406 0.8928 -2.9375
S 4.8412 1.1852 7.0626
C 3.7355 0.8425 5.8353
S 2.9815 -0.6702 5.6034
C 1.9312 -0.2911 4.2432
C 2.0313 0.9998 3.8132
S 1.1696 1.8002 2.5277
S 3.1753 1.9871 4.7004
S 0.9330 -1.5947 3.6882
C -3.1854 1.5956 3.2325
N -2.3001 2.5822 2.6493
C -1.6671 3.5032 3.5683
C -1.6869 2.2631 1.4851
O -2.0109 1.3234 0.7753
H -3.8582 2.0885 3.9365
H -2.6124 0.8270 3.7629
H -3.7613 1.1170 2.4442
H -2.4144 4.1779 3.9963
H -0.9034 4.0734 3.0439
H -1.1538 2.9607 4.3666
H -0.8822 2.9570 1.2123
*
```

Results
E_tot: -98352.3570 eV
E_HOMO: -0.62 eV
Gap between HOMO and LUMO: 4.5 eV
Energy relative to the best compared isomer or geometry (same formula, charge and spin): 0.0894 eV

Record 3
Below is a 11-piece molecular cluster, C17H56N2O19 overall, with properties calculated with ωB97M-V with the def2-TZVPD basis set.

```
! wB97M-V def2-TZVPD RIJCOSX def2/J DEFGRID3
* xyz 1 2
C 3.4349 2.5564 -0.6495
O 2.4672 2.0650 -0.1210
N 3.6755 2.3901 -1.9120
N 4.4874 2.9972 -0.0618
H 3.0978 1.7360 -2.4205
H 4.2606 3.0913 -2.3433
H 5.3565 3.0817 -0.5693
H 4.5033 2.7898 0.9266
C 1.3182 -3.2637 3.0090
C 2.5977 -4.0727 3.2602
O 2.6123 -4.8054 4.4806
O 0.3158 -4.2549 2.5570
H 1.4555 -2.5737 2.1764
H 0.9476 -2.6930 3.8605
H 3.3883 -3.3268 3.3414
H 2.8716 -4.7069 2.4171
H 2.2723 -5.6514 4.1799
H 0.5338 -4.4762 1.6486
C -1.2764 -3.8625 -5.2117
C -1.5258 -2.3781 -4.7848
O -1.7206 -1.4455 -5.7788
O -2.2290 -4.4292 -6.0431
H -1.0274 -4.4922 -4.3576
H -0.3232 -4.0606 -5.7019
H -0.7045 -2.1637 -4.1009
H -2.3855 -2.3620 -4.1150
H -0.9565 -1.2902 -6.3389
H -2.8528 -4.9578 -5.5400
C 3.5572 0.3935 -4.4074
C 2.0740 0.4092 -4.8558
O 1.5477 1.7014 -4.4711
O 3.6358 -0.2008 -3.1159
H 3.9899 1.3816 -4.5638
H 4.1094 -0.3123 -5.0278
H 1.4378 -0.2817 -4.3028
H 2.0557 0.2659 -5.9362
H 1.9918 2.4741 -4.8279
H 3.4293 -1.1275 -3.2580
C -2.7054 3.4102 2.1707
C -4.1681 3.6158 2.7470
O -4.1604 3.0827 4.0441
O -2.2850 4.3928 1.2230
H -2.5544 2.3843 1.8347
H -2.0142 3.5597 3.0002
H -4.8983 3.1162 2.1104
H -4.4167 4.6726 2.8448
H -3.3684 3.4715 4.4226
H -2.1377 4.0357 0.3441
C 0.0251 -0.2526 0.3933
C -0.1245 -0.2213 -1.0750
O 0.7822 -1.1496 -1.7206
O 1.3619 -0.2716 0.9104
H -0.2910 -1.2244 0.7725
H -0.5781 0.5531 0.8116
H 0.1062 0.7923 -1.4028
H -1.1821 -0.2860 -1.3305
H 1.6900 -0.8391 -1.6889
H 1.7308 0.5070 0.4869
C -1.7140 -1.2409 3.9998
C -2.7918 -0.9123 2.9354
O -3.8062 -1.9622 2.8236
O -2.1373 -0.7663 5.2318
H -0.8684 -0.6617 3.6287
H -1.5896 -2.3187 4.1038
H -2.3463 -0.7768 1.9499
H -3.3749 -0.0421 3.2369
H -3.7904 -2.5178 2.0408
H -1.7258 0.0873 5.3856
C -3.1164 2.2558 -1.4807
C -4.4365 2.9555 -1.4577
O -4.5335 3.6379 -2.7287
O -2.1801 3.2996 -1.3172
H -2.9906 1.6554 -2.3816
H -2.7682 1.5709 -0.7075
H -4.6467 3.6178 -0.6179
H -5.2227 2.2007 -1.4727
H -3.9475 4.3846 -2.5848
H -2.2249 3.7422 -2.1678
C 1.6025 1.2458 3.8322
C 3.1033 0.9528 3.6777
O 3.7945 2.0877 3.3001
O 1.1832 2.0890 5.0207
H 1.1448 0.2744 4.0191
H 1.1927 1.9344 3.0932
H 3.2273 0.2615 2.8441
H 3.7257 0.6118 4.5050
H 3.8184 2.6035 4.1093
H 0.5450 1.6054 5.5502
O -1.4330 -3.1730 -1.2134
H -1.0485 -4.0495 -1.2299
H -0.6813 -2.5820 -1.1696
O 2.0829 -3.5177 -0.7990
H 1.6931 -2.6921 -1.0864
H 3.0261 -3.3550 -0.8114
*
```

Results
E_tot: -60403.8595 eV
E_HOMO (spin up / spin down): -11.48 / -11.48 eV
Expectation value of S²: 0.756
Gap between HOMO and LUMO (spin up / spin down): 8.6 / 2.3 eV

Record 4
Below is one molecule with the formula C5H9NO3, with properties calculated with ωB97M-V with the def2-TZVPD basis set.

```
! wB97M-V def2-TZVPD RIJCOSX def2/J DEFGRID3
* xyz 0 1
O 2.8886 -0.5458 0.1035
C 1.8997 0.4097 0.1716
C 0.5791 -0.1865 0.4437
N 0.3591 -1.3031 -0.4669
C -0.8507 -1.3232 -0.8680
C -1.6918 -0.1562 -0.3311
O -2.6107 -0.4296 0.7405
C -0.5669 0.7549 0.2476
O -0.4852 1.7798 -0.7515
H 2.4914 -1.2256 -0.3233
H 2.1683 1.1612 0.8876
H 1.8200 0.9553 -0.7872
H 0.6094 -0.6532 1.4365
H -1.2413 -2.1419 -1.4508
H -2.2220 0.3529 -1.1280
H -2.2644 -1.1582 1.2589
H -0.8416 1.1925 1.2056
H -0.0408 2.5169 -0.3886
*
```

Results
E_tot: -12961.9195 eV
E_HOMO: -9.76 eV
SMILES string: OC[C@@H]1N=C[C@@H](O)[C@@H]1O
Gap between HOMO and LUMO: 10.3 eV
Energy relative to the best compared isomer or geometry (same formula, charge and spin): 2.7867 eV

Record 5
Below is an isolated ion of composition C4H8NO2 and charge -1, with properties calculated with ωB97M-V with the def2-TZVPD basis set.

```
! wB97M-V def2-TZVPD RIJCOSX def2/J DEFGRID3
* xyz -1 1
H -0.7238 3.4878 -0.7338
N -0.0502 2.7409 -0.8165
C -0.1038 1.9518 0.2274
O -0.9873 2.0626 1.1561
C 0.7386 0.7054 0.2056
C 0.1279 -0.6267 0.5870
C -0.5522 -1.4891 -0.4822
O -0.1180 -2.8624 -0.6719
H 1.4425 0.9127 1.0187
H 1.3173 0.7000 -0.7153
H -0.7059 -0.5039 1.2944
H 0.8586 -1.3165 1.0495
H -0.3568 -1.0420 -1.4494
H -1.6334 -1.6414 -0.3481
H 0.7465 -3.0791 -0.3214
*
```

Results
E_tot: -9862.9918 eV
E_HOMO: -3.21 eV
SMILES string: [H]/N=C(\[O-])CCCO
Gap between HOMO and LUMO: 6.8 eV
Energy relative to the best compared isomer or geometry (same formula, charge and spin): 1.7949 eV

Record 6
Below is CoCuN9O27 as an isolated structure, with properties calculated with ωB97M-V with the def2-TZVPD basis set.

```
! wB97M-V def2-TZVPD RIJCOSX def2/J DEFGRID3
* xyz -5 5
Co -3.1006 -1.5024 2.1980
Cu 0.3020 0.0835 0.0317
N -1.1506 -1.2767 -2.7676
O -0.8587 -0.7731 -1.6935
O -0.2055 -1.6384 -3.5783
O -2.3364 -1.4626 -2.9868
N 2.1713 -0.4020 2.5905
O 3.2864 -0.6855 2.2378
O 1.3956 0.1896 1.8188
O 1.8504 -0.7185 3.6011
N 2.4225 -2.2440 -0.7821
O 1.8460 -3.3083 -0.8645
O 3.7063 -2.2983 -0.7029
O 1.8799 -1.1982 -0.7814
N -0.4116 -2.9776 1.9778
O -0.1827 -2.0985 1.1230
O 0.1930 -4.0426 1.9085
O -1.3562 -2.8609 2.7439
N -1.4930 3.6044 -0.1426
O -2.2581 4.3269 0.3560
O -1.1869 2.4081 0.2913
O -0.8965 4.1407 -1.1006
N -1.3028 0.3720 3.1430
O -1.8451 0.2275 2.1055
O -1.5617 -0.5187 3.8928
O -0.5240 1.3341 3.4652
N 1.6929 2.8647 -4.3451
O 1.4934 2.4778 -5.4988
O 1.0123 3.7946 -3.7956
O 2.5945 2.4942 -3.6920
N 2.6516 3.3171 -0.0199
O 2.3521 4.2462 -0.7556
O 3.5745 3.1807 0.7722
O 1.8804 2.3310 0.0911
N -3.9140 -2.8276 -0.2533
O -3.7490 -3.7241 0.5618
O -3.4110 -1.7065 -0.0340
O -4.5609 -3.1289 -1.1156
*
```

Results
E_tot: -150908.8510 eV
E_HOMO (spin up / spin down): 5.08 / 5.47 eV
Expectation value of S²: 6.012
Gap between HOMO and LUMO (spin up / spin down): 2.9 / 2.4 eV

- What is the E_tot in the third record?
  -60403.8595 eV

- What is the E_tot in the sixth record?
  -150908.8510 eV